(1)
This record from OMol25 describes a molecular structure, C33H21BrF4InN3OP in a non-equilibrium geometry. The level of theory is ωB97M-V/def2-TZVPD.

Geometry as ORCA input:
```
! RIJCOSX wB97M-V def2-TZVPD def2/J DEFGRID3
* xyz 1 1
In -0.31 -0.45 -1.98
C 3.86 -1.81 -2.49
C 4.57 -0.70 -2.05
C 3.90 0.51 -1.81
C 2.50 0.56 -1.94
N 1.84 -0.52 -2.44
C 2.53 -1.67 -2.77
C 1.65 1.73 -1.66
C 2.05 2.97 -1.17
C 1.09 3.93 -0.87
C -0.28 3.67 -1.09
C -0.66 2.43 -1.54
N 0.33 1.56 -1.80
C -2.00 2.01 -1.85
C -3.14 2.79 -1.70
C -4.38 2.23 -2.02
C -4.45 0.90 -2.50
C -3.30 0.14 -2.60
N -2.15 0.77 -2.33
H 4.32 -2.77 -2.71
H 5.65 -0.72 -1.91
H 4.51 1.38 -1.49
H 2.14 -2.18 -3.66
H 3.12 3.18 -1.01
H 1.44 4.89 -0.48
H -1.02 4.44 -0.91
H -3.04 3.81 -1.33
H -5.26 2.85 -1.89
H -5.39 0.41 -2.76
H -3.33 -0.84 -3.12
F 1.54 -6.20 2.24
C 1.12 -4.97 1.88
C 0.76 -4.03 2.85
F 0.82 -4.37 4.15
C 0.34 -2.76 2.46
F -0.04 -1.90 3.45
C 0.27 -2.40 1.12
P -0.24 -0.75 0.56
C 0.94 0.36 1.36
C 0.89 0.74 2.65
C 1.91 1.55 3.16
C 3.02 1.98 2.41
C 3.10 1.56 1.11
C 2.13 0.63 0.67
C -1.88 -0.51 1.23
C -2.78 -1.58 1.23
C -4.05 -1.38 1.77
C -4.45 -0.15 2.28
C -3.54 0.91 2.25
C -2.26 0.75 1.70
C 0.62 -3.36 0.19
Br 0.44 -2.94 -1.65
C 1.06 -4.61 0.54
F 1.38 -5.53 -0.41
H 0.09 0.42 3.29
H 1.81 1.89 4.19
H 3.79 2.61 2.84
H 3.92 1.82 0.45
H 2.56 -0.27 0.30
H -2.48 -2.51 0.76
H -4.73 -2.24 1.78
H -5.45 0.01 2.71
H -3.82 1.89 2.64
H -1.58 1.61 1.68
O -2.00 -1.76 -2.00
*
```

The calculation puts the total energy at -136442.469 eV. The calculation puts the energy above the lowest of the compared OMol25 structures with the same formula, charge and spin at 0.0 kcal/mol. The HOMO energy is -0.326 hartree.

---

(2)
This record from OMol25 describes a molecular structure, C33H21ClN7O10PRe in a non-equilibrium geometry. The level of theory is ωB97M-V/def2-TZVPD.

Geometry as ORCA input:
```
! RIJCOSX wB97M-V def2-TZVPD def2/J DEFGRID3
* xyz 0 4
Re 0.39 -0.84 0.73
Cl -1.28 0.93 3.38
C -1.81 2.25 2.38
C -1.99 3.47 3.02
C -2.32 4.62 2.29
C -2.48 4.48 0.92
C -2.41 3.26 0.31
C -1.96 2.13 1.01
P -1.64 0.46 0.30
C -1.88 0.79 -1.50
C -0.87 1.50 -2.19
C -0.99 1.86 -3.51
C -2.11 1.48 -4.24
C -3.10 0.81 -3.58
C -2.99 0.45 -2.23
C -3.05 -0.67 0.78
C -4.01 -0.28 1.72
C -4.97 -1.19 2.19
C -5.03 -2.49 1.75
C -4.14 -2.85 0.72
C -3.13 -1.98 0.27
H -1.94 3.53 4.08
H -2.46 5.59 2.79
H -2.62 5.39 0.29
H -2.81 3.13 -0.70
H 0.04 1.75 -1.67
H -0.16 2.37 -3.97
H -2.15 1.73 -5.31
H -4.03 0.55 -4.03
H -3.88 -0.08 -1.80
H -4.07 0.74 2.13
H -5.74 -0.82 2.84
H -5.76 -3.18 2.11
H -4.14 -3.89 0.37
H -2.43 -2.37 -0.51
O -0.54 -3.45 -2.24
C 0.21 -2.78 -1.57
O 0.02 -2.49 -0.26
C 1.46 -2.19 -2.07
C 2.11 -2.89 -3.15
C 3.44 -2.59 -3.49
C 4.14 -1.59 -2.84
C 3.43 -0.85 -1.92
C 2.04 -1.02 -1.55
O 1.30 -0.13 -0.98
N 4.17 0.29 -1.37
O 3.49 1.23 -0.94
O 5.39 0.34 -1.50
N 3.90 -2.99 -4.78
O 5.00 -2.50 -5.20
O 3.21 -3.91 -5.33
H 1.56 -3.75 -3.63
H 5.17 -1.29 -3.02
C 3.27 3.74 1.08
N 3.04 2.35 1.48
C 4.11 1.65 1.88
C 4.07 0.26 1.78
C 2.79 -0.35 1.50
O 2.48 -1.55 1.14
N 1.70 0.45 1.59
C 1.75 1.81 1.37
O 0.82 2.53 1.01
H 3.00 3.91 0.01
H 4.36 3.90 1.19
H 2.71 4.45 1.78
H 5.02 2.19 2.11
H 4.97 -0.36 1.82
O -0.38 -1.73 2.13
N 0.60 -2.31 3.17
C 0.23 -3.52 3.56
C 0.88 -3.88 4.81
N 1.19 -4.17 5.89
C -0.68 -4.40 2.95
N -1.53 -5.03 2.44
*
```

Its expectation value of S² is 3.769. The calculation puts the total energy at -89400.255 eV. The calculation puts the energy above the lowest of the compared OMol25 structures with the same formula, charge and spin at 0.8 kcal/mol. The HOMO energy (spin up / spin down) is -0.311 / -0.341 hartree.

---

(3)
This record from OMol25 describes a molecular structure, C33H22Br2F4GaN4O2PS in a non-equilibrium geometry. The level of theory is ωB97M-V/def2-TZVPD.

Geometry as ORCA input:
```
! RIJCOSX wB97M-V def2-TZVPD def2/J DEFGRID3
* xyz 2 1
Ga -0.60 0.00 -0.67
F 0.52 4.48 5.38
C 0.59 3.57 4.45
C 1.50 2.54 4.56
F 2.30 2.49 5.60
C 1.57 1.58 3.58
F 2.51 0.66 3.73
C 0.72 1.60 2.47
P 0.94 0.33 1.19
C 0.94 -1.34 1.88
C 0.64 -1.67 3.19
C 0.64 -3.00 3.59
C 0.95 -4.00 2.68
C 1.24 -3.68 1.35
C 1.22 -2.36 0.95
C 2.58 0.72 0.54
C 2.79 2.03 0.10
C 4.04 2.39 -0.40
C 5.07 1.46 -0.45
C 4.86 0.16 0.00
C 3.61 -0.21 0.50
C -0.14 2.70 2.35
Br -1.15 3.03 0.79
C -0.21 3.65 3.33
F -1.03 4.69 3.24
H 0.39 -0.90 3.91
H 0.41 -3.25 4.62
H 0.97 -5.04 3.00
H 1.46 -4.46 0.64
H 1.45 -2.12 -0.08
H 2.00 2.77 0.14
H 4.20 3.41 -0.74
H 6.04 1.74 -0.84
H 5.66 -0.56 -0.02
H 3.47 -1.22 0.88
Br -2.36 0.36 2.61
C -2.42 -1.29 1.70
C -3.06 -2.35 2.31
C -3.14 -3.54 1.61
C -2.60 -3.63 0.34
C -1.98 -2.53 -0.18
N -1.87 -1.36 0.49
C -1.34 -2.57 -1.53
O -1.42 -3.55 -2.23
O -0.72 -1.45 -1.85
H -3.48 -2.23 3.30
H -3.64 -4.40 2.06
H -2.65 -4.53 -0.26
C 1.79 -0.61 -4.79
N 0.41 -0.11 -4.59
C -0.65 -0.31 -5.47
C -1.74 0.21 -4.90
N -1.33 0.73 -3.67
C 0.00 0.52 -3.49
S 0.97 0.99 -2.15
C -2.19 1.40 -2.76
C -3.10 2.30 -3.26
C -4.01 2.89 -2.40
C -3.99 2.54 -1.06
C -3.05 1.64 -0.63
N -2.14 1.08 -1.46
H 1.92 -0.83 -5.84
H 1.93 -1.51 -4.20
H 2.50 0.14 -4.48
H -0.53 -0.83 -6.41
H -2.77 0.22 -5.23
H -3.09 2.54 -4.31
H -4.71 3.62 -2.77
H -4.70 2.96 -0.35
H -3.01 1.33 0.41
*
```

The calculation puts the total energy at -268077.503 eV. The calculation puts the energy above the lowest of the compared OMol25 structures with the same formula, charge and spin at 0.0 kcal/mol. The HOMO energy is -0.521 hartree.

---

(4)
This record from OMol25 describes a molecular structure, C33H23BrN3OPPd. The level of theory is ωB97M-V/def2-TZVPD.

Geometry as ORCA input:
```
! RIJCOSX wB97M-V def2-TZVPD def2/J DEFGRID3
* xyz -2 1
Pd 0.27 0.42 0.87
C -5.94 3.33 2.79
C -4.85 3.03 3.59
C -3.75 2.37 3.06
C -3.71 2.00 1.72
C -4.81 2.32 0.92
C -5.92 2.97 1.45
P -2.25 1.18 0.91
C -1.02 1.18 2.27
C -0.62 0.00 2.96
C 0.35 0.07 3.98
C 0.98 1.26 4.29
C 0.71 2.40 3.54
C -0.22 2.34 2.51
C -2.82 -0.57 0.98
C -3.80 -1.00 1.88
C -4.07 -2.34 2.10
C -3.31 -3.29 1.44
C -2.34 -2.91 0.52
C -2.12 -1.56 0.25
H -6.80 3.84 3.20
H -4.86 3.31 4.64
H -2.90 2.13 3.70
H -4.79 2.05 -0.13
H -6.76 3.20 0.81
H -1.18 -0.91 2.84
H 0.60 -0.84 4.51
H 1.72 1.29 5.08
H 1.25 3.32 3.72
H -0.44 3.24 1.94
H -4.35 -0.25 2.45
H -4.84 -2.63 2.80
H -3.47 -4.35 1.62
H -1.74 -3.66 0.02
Br 5.82 -10.64 -3.70
C 4.61 -9.16 -3.52
C 5.01 -8.01 -2.84
C 4.15 -6.94 -2.70
C 2.82 -6.96 -3.24
C 2.46 -8.17 -3.91
C 3.32 -9.23 -4.05
N 1.91 -5.99 -3.17
N 2.38 -4.87 -2.54
C 1.51 -3.93 -2.34
C 0.09 -3.99 -2.64
C -0.74 -3.08 -2.08
C -0.29 -2.02 -1.24
O -1.24 -1.14 -0.68
C 1.05 -1.71 -1.17
N 1.52 -0.55 -0.60
C 2.83 -0.26 -0.69
C 3.75 -1.06 -1.32
C 3.30 -2.26 -1.88
C 1.98 -2.63 -1.80
H 6.00 -7.96 -2.42
H 4.47 -6.06 -2.16
H 1.46 -8.23 -4.32
H 3.00 -10.13 -4.57
H -0.28 -4.79 -3.27
H -1.81 -3.13 -2.29
H 3.13 0.68 -0.24
H 4.79 -0.75 -1.39
H 3.97 -2.95 -2.38
*
```

The calculation puts the total energy at -123922.313 eV. The calculation puts the energy above the lowest of the compared OMol25 structures with the same formula, charge and spin at 0.0 kcal/mol. The HOMO energy is 0.010 hartree.

---

(5)
This record from OMol25 describes a molecular structure, C33H23CoN7O5P. The level of theory is ωB97M-V/def2-TZVPD.

Geometry as ORCA input:
```
! RIJCOSX wB97M-V def2-TZVPD def2/J DEFGRID3
* xyz -1 4
Co 0.32 1.13 0.13
C -0.78 4.26 -0.14
C -1.77 3.19 -0.41
N -1.60 1.88 -0.30
C -2.80 1.28 -0.60
C -3.71 2.25 -0.89
N -3.04 3.44 -0.77
C -5.15 2.33 -1.27
O -5.80 1.20 -1.35
O -5.64 3.42 -1.48
C -3.02 -0.22 -0.58
O -4.21 -0.60 -0.75
O -2.04 -0.94 -0.39
H 0.10 3.86 0.35
H -1.21 5.02 0.51
H -0.46 4.74 -1.07
H -3.48 4.33 -0.94
H -5.15 0.40 -1.11
O 2.84 1.92 0.99
C 2.33 0.99 0.45
C 3.08 -0.16 -0.14
C 4.47 -0.10 -0.20
C 5.16 -1.12 -0.84
C 4.46 -2.17 -1.44
C 3.07 -2.22 -1.36
C 2.37 -1.22 -0.69
P 0.55 -1.14 -0.47
C 0.01 -1.78 -2.07
C 0.37 -1.06 -3.21
C -0.01 -1.51 -4.46
C -0.76 -2.67 -4.59
C -1.13 -3.38 -3.46
C -0.75 -2.94 -2.20
C 0.23 -2.41 0.80
C 0.92 -3.62 0.81
C 0.68 -4.55 1.81
C -0.23 -4.27 2.82
C -0.91 -3.06 2.81
C -0.69 -2.14 1.81
H 4.98 0.74 0.23
H 6.24 -1.09 -0.91
H 4.99 -2.94 -1.96
H 2.54 -3.02 -1.86
H 0.94 -0.15 -3.11
H 0.27 -0.94 -5.34
H -1.06 -3.01 -5.57
H -1.73 -4.28 -3.55
H -1.08 -3.47 -1.32
H 1.64 -3.85 0.04
H 1.22 -5.49 1.81
H -0.41 -4.99 3.60
H -1.62 -2.83 3.60
H -1.23 -1.20 1.80
N 1.14 5.95 -3.32
C 1.61 4.93 -3.06
N 2.22 3.77 -2.80
C 1.58 2.91 -2.10
N 1.04 2.07 -1.49
N -0.20 1.38 7.53
C -0.13 1.33 6.38
C -0.04 1.26 4.98
C 0.88 0.40 4.32
C 0.93 0.37 2.96
N 0.14 1.12 2.13
C -0.75 1.95 2.77
C -0.87 2.05 4.12
H 1.54 -0.25 4.88
H 1.63 -0.31 2.48
H -1.41 2.53 2.14
H -1.61 2.72 4.54
*
```

Its expectation value of S² is 4.168. The calculation puts the total energy at -102181.752 eV. The calculation puts the energy above the lowest of the compared OMol25 structures with the same formula, charge and spin at 0.6 kcal/mol. The HOMO energy (spin up / spin down) is -0.118 / -0.251 hartree.

---

(6)
This record from OMol25 describes a molecular structure, C33H23FeN8O2SSbSe4 in a non-equilibrium geometry. The level of theory is ωB97M-V/def2-TZVPD.

Geometry as ORCA input:
```
! RIJCOSX wB97M-V def2-TZVPD def2/J DEFGRID3
* xyz -1 6
Fe 0.35 0.21 0.21
C 0.17 1.71 -4.89
C 0.45 2.24 -3.65
N -0.29 1.97 -2.58
C -1.34 1.16 -2.77
C -1.62 0.63 -4.03
N -0.87 0.90 -5.09
C -2.22 0.95 -1.59
C -3.57 0.67 -1.70
C -4.34 0.61 -0.54
C -3.74 0.90 0.67
C -2.38 1.18 0.69
N -1.63 1.14 -0.40
C -1.65 1.69 1.89
C -2.29 2.14 3.04
N -1.64 2.77 4.01
C -0.34 2.95 3.82
C 0.32 2.49 2.69
N -0.34 1.84 1.74
C -5.78 0.28 -0.61
C -6.72 0.98 0.15
C -8.05 0.64 0.05
N -8.51 -0.34 -0.73
C -7.60 -1.01 -1.44
C -6.24 -0.75 -1.42
H 0.78 1.94 -5.75
H 1.31 2.89 -3.50
H -2.44 -0.07 -4.17
H -4.02 0.51 -2.67
H -4.31 0.88 1.59
H -3.36 2.01 3.18
H 0.21 3.47 4.59
H 1.38 2.61 2.57
H -6.41 1.80 0.79
H -8.80 1.17 0.62
H -7.98 -1.82 -2.07
H -5.55 -1.34 -2.01
O 0.92 -0.35 3.51
S 2.24 -0.06 3.04
O 3.00 0.91 3.81
N 2.16 0.33 1.49
C 3.35 0.51 0.80
C 4.59 0.83 1.32
C 5.73 0.92 0.50
C 5.67 0.69 -0.85
C 4.43 0.36 -1.43
C 4.27 0.05 -2.80
C 3.05 -0.31 -3.28
C 1.95 -0.32 -2.40
N 2.06 0.00 -1.14
C 3.28 0.31 -0.62
C 3.20 -1.56 3.08
C 4.10 -1.75 4.11
C 4.84 -2.92 4.15
C 4.68 -3.88 3.16
C 3.77 -3.69 2.14
C 3.02 -2.52 2.09
H 4.69 1.02 2.38
H 6.68 1.15 0.96
H 6.56 0.73 -1.47
H 5.14 0.07 -3.45
H 2.90 -0.59 -4.32
H 0.96 -0.60 -2.75
H 4.23 -0.98 4.85
H 5.55 -3.08 4.96
H 5.27 -4.79 3.19
H 3.64 -4.44 1.37
H 2.27 -2.36 1.32
Se -2.04 -5.78 -2.05
Sb -1.86 -3.54 -2.86
Se -0.64 -1.91 1.33
Se -0.79 -1.92 -0.98
Se -3.80 -2.52 -3.87
*
```

Its expectation value of S² is 8.785. The calculation puts the total energy at -363760.164 eV. The calculation puts the energy above the lowest of the compared OMol25 structures with the same formula, charge and spin at 12.2 kcal/mol. The HOMO energy (spin up / spin down) is -0.153 / -0.156 hartree.